No. 1
DFT (ωB97M-V/def2-TZVPD) results for C33H25Cl2N8O5ReS as an isolated structure in a non-equilibrium geometry.

Computed properties:
Kohn-Sham gap (alpha / beta) = 5.33 / 5.21 eV
Energy = -3483.5699 a.u.
Energy relative to the best compared isomer or geometry (same formula, charge and spin) = 0.917 eV
Charge = +1
Spin multiplicity = 2
HOMO level (alpha / beta) = -10.222 / -10.202 eV
Maximum force = 1.10 eV/A

XYZ file:
```
75
C33H25Cl2N8O5ReS ωB97M-V/def2-TZVPD
Re -0.67 0.09 -0.20
Cl 0.07 0.52 -5.10
Cl -1.76 5.53 -4.38
S 4.07 -1.82 -2.69
O 1.38 -1.82 1.58
O -1.58 -2.63 -1.75
O -0.40 0.28 -2.12
O -2.87 -2.22 5.88
O -1.48 -0.61 6.68
N -1.22 -0.12 1.79
N -1.30 2.13 -0.55
N -2.70 -0.46 -0.23
N -0.22 -1.90 -0.07
N 1.40 -2.29 -2.85
N 3.39 -0.12 -0.93
N 0.83 1.06 0.91
N 2.22 -0.71 -1.34
C 0.66 -3.98 0.70
C -4.54 -1.39 0.95
C 5.84 -0.20 -1.18
C -5.27 -1.43 -0.23
C 6.31 -0.87 0.11
C -0.70 1.46 -2.70
C -1.76 3.01 0.32
C 2.75 2.29 2.44
C -2.66 -1.15 3.37
C -0.57 -0.19 4.07
C -0.37 -4.25 -0.40
C -0.53 1.73 -4.03
C -3.40 -0.50 -1.38
C -4.69 -0.98 -1.41
C -2.02 4.68 -1.38
C -3.25 -0.89 0.92
C -1.19 2.48 -1.86
C -0.32 0.15 2.76
C 0.84 0.89 2.25
C -2.14 4.31 -0.07
C 4.43 -0.60 -1.52
C 2.71 2.50 1.07
C -1.35 3.99 -3.72
C 2.41 -1.59 -2.27
C -1.74 -0.87 4.39
C -1.53 3.75 -2.33
C 0.69 -2.47 0.83
C -2.38 -0.74 2.09
C -2.03 -1.31 5.83
C 1.73 1.87 0.33
C 1.80 1.48 3.04
C -0.81 -2.88 -0.85
C -0.86 3.01 -4.54
H -0.73 3.20 -5.60
H -1.83 2.69 1.35
H -5.23 -1.00 -2.35
H 1.66 -4.32 0.45
H -2.88 -0.17 -2.27
H 0.10 0.06 4.88
H -2.30 5.67 -1.70
H 5.86 0.89 -1.08
H 1.67 1.97 -0.74
H -6.28 -1.82 -0.23
H -4.97 -1.73 1.88
H 6.32 -1.96 0.01
H -3.55 -1.70 3.65
H 0.40 -4.40 1.67
H 7.32 -0.55 0.37
H 6.50 -0.46 -2.00
H -1.24 -4.80 -0.05
H 3.51 2.77 3.04
H 0.03 -4.79 -1.26
H 3.42 3.13 0.57
H 1.62 -2.82 -3.69
H -2.52 4.99 0.67
H 0.50 -1.83 -2.87
H 5.64 -0.62 0.94
H 1.79 1.33 4.11
```

***

No. 2
DFT (ωB97M-V/def2-TZVPD) results for C18H43F6FeNO6S2Si2 as an isolated structure in a non-equilibrium geometry.

Computed properties:
Kohn-Sham gap (alpha / beta) = 8.80 / 5.12 eV
Energy = -4455.7197 a.u.
Energy relative to the best compared isomer or geometry (same formula, charge and spin) = 0.077 eV
Charge = +1
Spin multiplicity = 6
HOMO level (alpha / beta) = -12.072 / -12.070 eV
Maximum force = 3.06 eV/A

XYZ file:
```
79
C18H43F6FeNO6S2Si2 ωB97M-V/def2-TZVPD
Fe -1.00 -1.23 1.41
S 0.96 -3.53 1.60
S 1.67 -1.33 3.13
Si -2.52 0.62 -1.79
Si -2.30 -0.05 4.11
F 4.17 -0.52 2.76
F 2.86 -3.33 -0.24
F 3.33 0.02 4.71
F 3.93 -2.05 4.31
F 2.92 -5.22 0.90
F 1.39 -4.89 -0.64
O 0.27 0.45 -3.30
O 1.85 1.79 -1.39
O 0.30 -4.53 2.39
O 0.07 -2.74 0.72
O 0.87 -1.59 4.30
O 1.26 -0.24 2.23
N 2.07 -2.65 2.33
C -1.14 -0.29 -0.84
C -0.99 0.94 5.01
C -4.00 0.58 4.63
C 1.35 2.63 -0.38
C 3.38 -0.95 3.77
C -2.21 0.16 2.25
C 2.25 2.81 0.83
C 2.61 0.62 -1.02
C -3.02 -0.05 -3.46
C -2.13 -1.87 4.50
C 2.11 -4.30 0.33
C 1.41 -1.64 -3.72
C 0.43 1.65 -4.08
C 3.77 0.52 -1.98
C -2.05 2.45 -1.77
C 1.56 1.64 -5.09
C 0.21 -0.79 -4.03
C -4.06 0.52 -0.68
H -1.08 -1.33 -1.18
H -4.15 0.51 5.72
H 1.49 -1.83 -2.64
H 1.33 -2.61 -4.22
H -0.71 -1.30 -3.72
H 1.93 3.74 1.32
H -3.19 -1.13 -3.40
H 0.36 2.29 -0.08
H -2.09 -2.51 3.61
H 4.54 -0.15 -1.59
H -0.17 0.27 -1.09
H -0.83 1.92 4.55
H -1.98 1.19 1.90
H 3.44 0.14 -2.95
H -3.00 -2.19 5.09
H -4.14 1.63 4.34
H -3.95 0.43 -3.78
H -2.84 3.03 -2.26
H -1.28 1.09 6.06
H 0.62 2.43 -3.33
H 3.30 2.93 0.57
H -3.18 -0.11 1.79
H -0.03 0.40 5.00
H -4.79 0.00 4.15
H 4.20 1.52 -2.10
H 2.33 -1.16 -4.06
H 2.96 0.70 0.02
H -1.56 -0.12 0.17
H 2.51 1.46 -4.59
H 1.21 3.59 -0.88
H 1.39 0.93 -5.89
H -4.38 -0.52 -0.54
H 0.15 -0.62 -5.12
H 1.61 2.64 -5.54
H -0.52 1.89 -4.58
H -4.87 1.08 -1.16
H 1.99 -0.28 -1.06
H -3.85 0.96 0.31
H -1.21 -2.05 5.06
H -1.10 2.63 -2.28
H -2.27 0.13 -4.24
H 2.13 1.99 1.55
H -1.94 2.81 -0.74
```

***

No. 3
DFT (ωB97M-V/def2-TZVPD) results for C30H51F8O11PSi2 as an isolated structure in a non-equilibrium geometry.

Computed properties:
Kohn-Sham gap = 9.47 eV
Energy = -3720.8070 a.u.
Energy relative to the best compared isomer or geometry (same formula, charge and spin) = 0.000 eV
HOMO level = -9.010 eV
Maximum force = 1.25 eV/A

XYZ file:
```
103
C30H51F8O11PSi2 ωB97M-V/def2-TZVPD
P 1.33 2.13 0.51
Si -0.94 -0.88 -1.63
Si -0.47 1.86 -0.81
F 4.82 -5.92 -1.88
F 4.62 -8.55 -1.26
F 4.00 -9.81 -2.92
F 2.67 -6.18 -1.73
F 5.02 -7.59 -3.87
F 3.89 -5.38 -4.84
F 2.85 -7.69 -4.14
F 4.39 -3.99 -3.26
O -1.64 0.40 2.57
O 3.09 0.34 4.75
O -2.12 2.55 1.16
O -0.10 2.06 -2.42
O 2.32 3.22 -0.12
O 2.07 -3.06 -3.20
O -0.91 5.18 -2.06
O 0.85 2.83 1.87
O -0.99 0.35 -0.50
O -0.44 -1.03 5.14
O 1.93 0.81 0.77
C -3.17 1.63 1.21
C 0.80 -1.27 -2.21
C -3.30 0.30 -2.82
C -0.27 5.33 -3.33
C -5.39 -2.08 -0.63
C -0.88 7.49 -2.57
C 3.52 -4.95 -3.61
C -0.29 1.45 5.34
C -0.16 -1.07 3.76
C -1.46 6.44 -1.65
C -4.36 -1.60 -1.46
C -5.47 0.53 -1.59
C 0.87 -2.75 -2.51
C 3.73 -8.68 -2.25
C 5.40 0.53 5.20
C 5.12 1.11 3.81
C -2.07 -0.57 -3.09
C -1.08 0.15 5.57
C 3.84 -7.52 -3.25
C -6.46 -1.26 -0.28
C -6.50 0.05 -0.77
C -1.79 3.05 -0.15
C 3.70 -6.13 -2.60
C -2.99 0.78 2.45
C -4.38 -0.29 -1.94
C -1.38 -0.96 2.87
C 3.76 0.50 3.49
C 2.10 -4.38 -3.68
C -0.69 6.69 -3.86
C 4.01 0.53 5.82
H 5.04 2.20 3.88
H 0.73 1.23 5.05
H -3.01 1.26 -2.39
H -5.52 1.54 -1.97
H -1.64 6.61 -4.39
H 0.02 -3.02 -3.16
H -5.33 -3.10 -0.28
H 1.39 -5.00 -3.13
H -1.18 -1.51 1.95
H 0.66 2.65 -2.50
H 3.80 1.49 6.31
H -2.36 -1.52 -3.54
H -1.52 8.36 -2.68
H -1.23 0.03 6.64
H -3.67 -0.08 2.39
H -2.21 -1.44 3.39
H 6.12 1.10 5.78
H -3.28 1.35 3.33
H 3.87 -0.27 6.56
H 2.72 -8.76 -1.86
H 0.82 5.29 -3.18
H -2.67 3.09 -0.79
H 0.09 7.83 -2.20
H -1.41 -2.09 -0.92
H 0.77 -3.34 -1.60
H 3.08 3.33 0.48
H 0.47 2.14 2.44
H -3.54 -2.25 -1.70
H -3.77 0.54 -3.77
H -7.24 -1.63 0.37
H 3.87 -0.48 3.02
H 1.81 -4.40 -4.73
H 0.04 7.13 -4.54
H -0.56 4.51 -3.98
H 0.30 -2.04 3.58
H -2.08 0.24 5.13
H -2.55 6.39 -1.74
H 0.58 -0.32 3.46
H 3.14 1.12 2.84
H -4.16 2.11 1.28
H -1.22 6.60 -0.60
H -1.48 -0.05 -3.85
H 5.77 -0.50 5.10
H 1.53 -1.02 -1.44
H -0.28 2.06 6.24
H 5.87 0.87 3.07
H 1.06 -0.70 -3.10
H -3.19 0.98 0.33
H -1.39 4.04 0.02
H -0.74 2.00 4.52
H -7.31 0.71 -0.51
```

***

No. 4
DFT (ωB97M-V/def2-TZVPD) results for an isolated ion of composition C5H8NO and charge +1 in a non-equilibrium geometry.

Computed properties:
Kohn-Sham gap = 8.97 eV
Energy = -324.9756 a.u.
Energy relative to the best compared isomer or geometry (same formula, charge and spin) = 1.724 eV
Charge = +1
HOMO level = -14.084 eV
Maximum force = 7.48 eV/A
SMILES = C[N+]1=C(O)C=CC1

XYZ file:
```
15
C5H8NO ωB97M-V/def2-TZVPD
O -1.66 1.11 1.04
N 0.28 -0.26 0.41
C 0.12 0.10 -1.85
C -0.82 0.91 -1.32
C -0.96 0.70 0.02
C 0.60 -0.63 1.73
C 0.87 -0.56 -0.79
H -0.17 -0.47 2.45
H 0.55 -0.18 -2.82
H 1.30 -1.57 -0.90
H 1.55 -0.31 2.12
H 1.79 0.08 -0.99
H -1.63 1.46 -1.82
H -2.55 1.42 1.02
H 0.72 -1.82 1.71
```

***

No. 5
DFT (ωB97M-V/def2-TZVPD) results for the molecule C11H8 in a non-equilibrium geometry.

Computed properties:
Kohn-Sham gap = 9.25 eV
Energy = -423.7747 a.u.
Energy relative to the best compared isomer or geometry (same formula, charge and spin) = 2.203 eV
HOMO level = -8.394 eV
Maximum force = 3.42 eV/A
SMILES = C(#CC1C=C1)c1ccccc1

XYZ file:
```
19
C11H8 ωB97M-V/def2-TZVPD
C 4.16 -0.76 -0.37
C -3.59 0.03 -0.13
C 4.00 0.48 -0.68
C 0.68 -0.05 0.30
C -0.76 -0.03 0.21
C 3.29 0.06 0.59
C -2.74 -0.34 -1.19
C -1.55 0.41 1.21
C -2.93 0.37 1.10
C -1.36 -0.37 -1.00
C 1.86 -0.10 0.59
H -1.11 0.71 2.16
H 4.23 1.30 -1.42
H -3.49 0.76 1.99
H 4.58 -1.70 -0.86
H 3.58 0.36 1.70
H -0.88 -0.77 -1.89
H -4.72 0.19 -0.25
H -3.26 -0.55 -2.07
```

***

No. 6
DFT (ωB97M-V/def2-TZVPD) results for C31H39AlBCl5N2OP2 as an isolated structure.

Computed properties:
Kohn-Sham gap = 8.11 eV
Energy = -4640.5694 a.u.
Energy relative to the best compared isomer or geometry (same formula, charge and spin) = 0.119 eV
HOMO level = -7.674 eV
Maximum force = 0.80 eV/A

XYZ file:
```
82
C31H39AlBCl5N2OP2 ωB97M-V/def2-TZVPD
Cl -3.89 4.49 -5.01
Cl -3.37 1.60 -0.48
Cl 0.91 2.47 -3.56
Cl -0.85 4.11 -5.57
Cl -5.15 3.24 -2.45
P 0.76 -1.87 -1.34
P 0.38 1.54 1.81
Al 0.31 0.33 -0.31
O -0.61 1.23 -1.44
N 2.09 0.85 -0.59
N -0.97 -0.77 0.67
C 0.28 4.17 3.11
C -2.28 -1.33 2.68
C 0.05 -1.13 -3.93
C 1.86 1.10 2.85
C -1.44 -0.47 1.95
C -1.00 3.76 0.98
C -3.49 2.98 -2.80
C 1.08 -1.96 -3.16
C -3.66 -2.87 -0.88
C -0.94 -2.42 -1.12
C -1.00 0.70 2.61
C 1.71 1.31 4.36
C 2.50 -1.47 -3.44
C 3.25 0.95 -0.54
C -2.71 2.21 -1.95
C 1.90 -4.47 -1.42
C 2.20 -0.37 2.58
C -1.57 3.37 -4.20
C -3.04 -1.94 -0.07
C 0.24 3.39 1.79
C -2.92 -3.61 -1.80
C -2.76 -0.97 3.93
C -2.93 3.55 -3.95
C -1.57 -3.36 -1.93
C 1.84 -3.19 -0.59
C -2.41 0.23 4.52
C -1.50 1.04 3.87
C 1.33 -3.49 0.82
C -0.79 2.60 -3.34
C -1.66 -1.70 -0.14
C -1.36 1.97 -2.22
B 4.77 1.01 -0.40
H 2.67 1.73 2.46
H 1.23 4.04 3.63
H 0.90 -4.89 -1.57
H -3.64 -1.36 0.62
H -1.06 4.85 0.85
H 0.18 -1.28 -5.00
H 0.17 5.23 2.88
H 0.99 -3.00 -3.47
H 3.13 -0.64 3.08
H -1.91 3.43 1.49
H 1.40 -1.01 2.98
H -3.41 -4.36 -2.42
H 1.24 -2.57 1.41
H -0.98 -1.42 -3.68
H 0.35 -3.96 0.78
H 2.32 -0.57 1.52
H -1.00 -3.89 -2.68
H 3.25 -2.10 -2.96
H 5.08 -0.11 -0.05
H -0.98 3.31 -0.01
H -0.54 3.89 3.77
H 5.00 1.83 0.45
H -3.41 -1.66 4.45
H 1.13 3.67 1.21
H 2.64 -0.45 -3.09
H -2.54 -2.29 2.27
H 5.26 1.30 -1.46
H -2.80 0.51 5.48
H 2.37 -4.32 -2.39
H 2.84 -2.76 -0.52
H 0.18 -0.07 -3.72
H 2.49 -5.22 -0.88
H 2.67 1.11 4.84
H 2.01 -4.16 1.34
H -1.15 1.95 4.35
H 1.42 2.32 4.62
H -4.73 -3.02 -0.80
H 2.69 -1.48 -4.52
H 0.98 0.62 4.77
```

***

No. 7
DFT (ωB97M-V/def2-TZVPD) results for C21H28N2P2Ru as an isolated structure in a non-equilibrium geometry.

Computed properties:
Kohn-Sham gap (alpha / beta) = 5.83 / 5.11 eV
Energy = -1703.4296 a.u.
Energy relative to the best compared isomer or geometry (same formula, charge and spin) = 0.000 eV
Charge = +2
Spin multiplicity = 5
HOMO level (alpha / beta) = -13.070 / -14.458 eV
Maximum force = 5.44 eV/A

XYZ file:
```
54
C21H28N2P2Ru ωB97M-V/def2-TZVPD
Ru -1.34 0.97 0.26
P -1.09 0.17 -1.86
P 0.65 1.92 0.54
N 1.79 -1.59 -0.25
N -2.45 2.40 0.41
C 3.58 -0.94 3.37
C -4.71 3.59 0.79
C 2.12 -1.29 1.01
C -3.37 3.08 0.62
C 2.71 -2.01 3.26
C -0.58 1.56 -2.97
C -2.73 -0.25 -2.58
C -0.15 -4.68 0.02
C -0.38 -3.72 -2.18
C 1.27 -3.44 1.73
C 3.59 0.07 2.39
C 0.78 3.45 -0.46
C 0.16 -2.53 -1.73
C 2.72 -0.02 1.31
C 0.65 -3.59 0.47
C 2.02 -2.29 2.04
C 2.39 1.15 0.42
C 0.87 -2.52 -0.48
C -0.54 -4.80 -1.30
C 0.06 -1.24 -2.52
C 0.65 2.57 2.24
H 4.24 0.94 2.50
H -2.70 -0.44 -3.66
H -0.93 1.41 -4.00
H -0.21 3.93 -0.46
H 1.52 4.13 -0.01
H 3.09 1.96 0.65
H -0.23 3.21 2.37
H -0.43 -5.44 0.75
H 1.06 -0.78 -2.56
H -4.63 4.56 1.27
H -0.30 -1.48 -3.52
H -1.72 0.58 1.69
H -1.01 -5.72 -1.67
H 2.56 -2.68 4.11
H 1.18 -4.23 2.44
H -3.40 0.61 -2.38
H 2.49 0.82 -0.63
H -1.87 -0.50 -0.03
H -3.11 -1.13 -2.04
H 0.52 1.67 -2.97
H 0.58 1.73 2.94
H 1.56 3.14 2.45
H -5.18 3.69 -0.20
H -5.30 2.91 1.42
H -1.04 2.48 -2.57
H 4.25 -0.82 4.24
H -0.76 -3.80 -3.21
H 1.07 3.22 -1.49
```

***

No. 8
DFT (ωB97M-V/def2-TZVPD) results for C2H2LiMgO2 as an isolated structure in a non-equilibrium geometry.

Computed properties:
Kohn-Sham gap (alpha / beta) = 5.20 / 8.11 eV
Energy = -435.1279 a.u.
Energy relative to the best compared isomer or geometry (same formula, charge and spin) = 4.611 eV
Charge = +1
HOMO level (alpha / beta) = -10.768 / -13.307 eV
Maximum force = 1.45 eV/A

XYZ file:
```
8
C2H2LiMgO2 ωB97M-V/def2-TZVPD
Mg 3.18 0.36 -0.52
O -1.12 0.19 0.70
O 0.52 -0.39 -1.32
C 0.97 0.37 -0.44
C 0.06 0.51 0.79
Li -1.55 -0.54 -1.15
H -2.58 -1.27 0.19
H 0.51 0.78 1.76
```